(1)
A 10-piece molecular cluster, C36H75N10O9 overall in a non-equilibrium geometry. Source: the OMol25 dataset; level of theory: ωB97M-V/def2-TZVPD.

Multiplicity   1
Total charge   -1
Frontier orbital gap   3.55 eV
E_tot   -2641.4911 a.u.
E_HOMO   -1.78 eV

Each line ends with the Löwdin charge.
Element x y z (Å)
H1 5.631413 -1.521550 -0.105106  0.12
H2 -4.303320 -0.910172 -3.131543  0.04
C1 10.522491 0.076484 3.155195  -0.08
H3 2.326712 -2.754312 -1.814664  0.09
N1 2.269663 4.166877 -3.503957  0.01
H4 8.495305 0.156845 2.528389  0.15
H5 -0.937469 -3.814892 2.871589  0.07
H6 -4.190806 -5.109666 -3.447328  0.12
C2 7.243549 -0.682144 -1.210251  -0.07
H7 -1.335697 0.802659 5.613649  0.08
H8 -5.286740 -2.946526 1.129643  0.08
N2 6.605658 -1.655316 -0.344148  0.02
H9 -3.884646 2.985339 -1.535534  0.09
O1 -1.230598 -3.642630 0.374581  0.02
H10 1.616810 3.421843 -3.707854  0.13
H11 -2.419271 -4.773873 2.997486  0.08
H12 1.738294 1.056005 -3.630386  0.07
C3 -0.282031 0.131712 -0.876674  -0.25
H13 -3.411978 -2.361061 8.490982  0.08
H14 4.804727 4.493733 -1.333849  0.08
C4 -0.046055 -0.272823 -3.786593  -0.06
H15 11.458892 0.549956 2.873073  0.07
H16 -1.480468 -2.636864 -4.265668  0.08
H17 7.178343 0.295966 -0.732875  0.06
H18 -4.770870 2.469581 -0.083512  0.08
C5 -4.920754 8.692758 0.476070  -0.07
O2 8.393189 1.723031 0.747860  0.03
C6 -2.723961 -1.807627 7.854906  -0.02
C7 10.747943 2.079743 0.972299  -0.01
C8 -3.794507 2.739290 -0.476315  -0.06
O3 3.009500 -1.145259 2.002832  0.01
H19 -0.650260 -0.686178 1.151029  0.07
H20 11.458060 1.315196 0.651595  0.08
H21 -3.246995 -0.537673 4.807486  0.14
C9 9.428525 1.446062 1.332498  -0.55
H22 3.678584 5.790409 -1.759375  0.08
H23 2.292444 5.167148 -5.318995  0.08
C10 -1.999558 -3.834609 2.632070  -0.01
C11 -1.266334 -0.717907 -1.557585  0.00
O4 -3.130077 5.552017 1.699418  0.00
C12 -6.844700 -7.144929 -3.751908  -0.02
C13 0.903313 0.581229 -3.050594  -0.12
C14 8.600495 -3.058847 -0.076699  -0.01
N3 -6.249566 8.431101 0.994715  0.01
H24 -6.851373 8.239778 -1.695983  0.08
C15 7.150030 -2.764753 0.214805  -0.56
C16 -0.411154 0.302171 0.669218  -0.07
C17 -7.299291 7.842558 0.363105  -0.56
H25 -6.306891 6.638675 -1.108154  0.08
H26 2.574543 -3.463625 2.875294  0.08
H27 -8.021116 6.940389 -1.425552  0.08
H28 10.305218 0.299793 4.201606  0.08
C18 -7.099158 7.388124 -1.059914  -0.01
C19 -4.690378 -3.834093 1.351611  -0.08
H29 -1.225270 1.050088 0.858174  0.05
H30 -2.713120 -1.286855 -4.535745  0.09
H31 -0.784980 -0.720105 4.884520  0.08
N4 -3.437664 -3.738139 0.633463  0.02
H32 -4.484421 -8.053873 -4.033737  0.07
H33 -2.413571 -0.904431 8.383321  0.08
H34 -4.542350 -3.908938 2.426456  0.07
C20 -3.872270 -7.168453 -3.878873  -0.09
H35 10.597178 2.777550 0.151084  0.08
H36 -5.394526 4.868268 2.557201  0.08
C21 -1.109786 -0.904117 -2.984639  -0.18
H37 10.613896 -1.005151 3.036017  0.08
H38 2.914391 6.126194 -3.957641  0.07
C22 2.166377 5.397759 -4.258889  -0.08
H39 -2.313167 4.211672 -0.084343  0.14
H40 -3.272961 -6.982000 -4.772815  0.08
H41 -7.901464 -6.901139 -3.658998  0.08
H42 -6.456816 8.707820 1.942439  0.14
N5 -4.671280 -5.994123 -3.607669  0.02
H43 -1.858436 -2.439590 7.648126  0.08
H44 4.810498 5.135437 -2.982790  0.08
H45 4.075088 -3.005841 -1.609800  0.07
C23 2.696005 -3.508948 1.794367  -0.01
H46 8.286304 -0.923661 -1.399201  0.07
O5 -6.535709 -4.814880 -3.291856  0.02
C24 3.110127 -3.004050 -1.096081  -0.06
H47 9.230127 -2.242856 0.284350  0.07
H48 -5.226765 -4.717594 0.997969  0.08
N6 9.413118 0.537358 2.345454  0.01
H49 -5.852511 4.277651 0.953676  0.08
O6 3.101179 2.759878 -1.981338  0.03
H50 -4.807448 8.354723 -0.550056  0.07
N7 -2.716670 -0.744883 5.640909  0.00
H51 11.146928 2.630357 1.826118  0.08
H52 -4.197023 8.176731 1.110184  0.08
C25 3.154362 3.853771 -2.518218  -0.54
C26 -2.133535 -1.858174 -3.752655  -0.35
C27 -3.421558 -1.444247 6.569030  -0.56
H53 2.920092 -3.990360 -0.683033  0.08
H54 -2.096744 -1.198104 -0.989874  0.10
H55 3.541140 -4.161678 1.566881  0.08
O7 -4.582347 -1.758744 6.349106  0.02
H56 8.890595 -3.973334 0.437572  0.08
C28 -4.378135 -2.019927 -2.928784  -0.29
N8 3.136001 -1.979561 -0.071837  0.01
O8 6.472114 -3.491798 0.929766  0.02
H57 -3.202146 -7.335305 -3.032657  0.08
C29 -1.343245 -0.284266 5.715188  -0.07
H58 -4.900951 -2.231920 -1.952201  0.04
H59 -6.594900 -7.896297 -3.000214  0.08
C30 -6.026058 -5.895588 -3.532242  -0.56
C31 -2.175308 -3.731931 1.136708  -0.57
H60 1.170062 5.817580 -4.104344  0.08
H61 1.513990 1.463913 -1.105535  0.07
C32 4.176263 4.891553 -2.128291  -0.01
H62 -6.667059 -7.540633 -4.753840  0.08
H63 -3.464993 -3.662987 -0.381574  0.11
N9 -2.987260 -2.562650 -2.780411  -0.26
N10 -3.221479 3.883686 0.209462  0.01
H64 -4.736619 9.768350 0.526680  0.08
H65 -5.073453 3.180686 2.134194  0.08
C33 -3.750764 4.604751 1.228609  -0.56
C34 2.956614 -2.123814 1.267344  -0.56
H66 -0.869177 -0.561673 6.652530  0.07
C35 0.784621 0.796602 -1.612318  -0.08
H67 1.778328 -3.910416 1.357983  0.08
H68 6.700037 -0.653354 -2.157426  0.08
H69 -3.113069 1.893955 -0.365231  0.07
H70 0.039074 -0.451435 -4.882005  0.09
H71 8.747686 -3.202395 -1.148575  0.08
H72 0.539024 0.731292 1.080214  0.07
H73 3.304525 -1.023809 -0.353586  0.13
O9 -8.362938 7.695741 0.948638  0.02
H74 -2.481336 -2.987214 3.124855  0.07
H75 -4.855106 -2.591713 -3.778491  0.03
C36 -5.107031 4.200445 1.747229  -0.01

Atoms 1-6, force components in eV/Å:
H 0.0 0.0 0.0
H -0.7 -0.7 0.1
C -0.5 -0.2 0.1
H 0.0 -0.2 0.0
N 0.3 0.1 0.2
H 0.1 0.0 0.0

(2)
C36H76Be2F4N6O12S4 as an isolated structure in a non-equilibrium geometry. Source: the OMol25 dataset; level of theory: ωB97M-V/def2-TZVPD.

Multiplicity   1
Total charge   +2
Frontier orbital gap   1.31 eV
E_tot   -4669.3052 a.u.
E_HOMO   -11.62 eV

Each line ends with the Löwdin charge.
Element x y z (Å)
H1 15.494369 -9.506377 -0.992915  0.10
O1 17.921198 -9.196036 -3.963317  0.05
H2 13.029505 0.609633 5.140798  0.10
N1 16.974741 7.134972 -2.325967  -0.08
H3 17.012916 -8.628154 -1.144104  0.09
H4 16.692194 -8.385501 -6.383538  0.10
H5 16.032831 8.119829 -3.623142  0.11
C1 20.954837 -2.531863 -1.067689  -0.01
C2 19.475312 -2.175135 -1.312211  -0.48
H6 16.457124 -6.746913 -6.765249  0.09
H7 15.380388 8.738512 -0.678184  0.09
H8 14.545956 2.871267 2.238060  0.07
C3 18.317317 -6.638907 -5.049804  -0.04
H9 18.758684 7.888607 -4.180523  0.09
N2 17.020102 -8.177726 -3.695300  -0.08
S1 14.646322 0.319298 -0.664804  0.45
C4 20.539578 0.616734 0.155632  0.01
F1 15.652195 -3.047950 -1.734054  -0.15
C5 14.938013 -9.506765 -3.724876  -0.01
H10 18.581728 -9.021613 -3.279700  0.13
C6 15.457696 4.529125 5.066401  -0.12
C7 16.904273 -7.092760 -4.624059  -0.51
H11 16.712927 0.612624 6.275786  0.10
H12 14.365342 -5.242250 -3.072988  0.09
C8 17.696767 6.181814 -3.163081  -0.50
H13 17.832662 0.605707 -1.990158  0.11
O2 15.776393 -1.077668 -3.086137  -0.17
H14 21.674099 -1.769258 -1.373253  0.09
H15 14.512152 5.602481 -2.505071  0.07
H16 21.216728 -2.676197 -0.010576  0.08
C9 19.786346 0.018793 -2.741736  -0.13
H17 15.218399 7.599772 0.552534  0.09
H18 13.909247 0.607905 3.671885  0.05
H19 13.893671 4.327409 2.982884  0.09
C10 13.756003 1.198686 4.579405  -0.02
H20 20.844289 0.171144 -2.547295  0.11
H21 13.308685 2.139264 4.257260  0.08
H22 16.920216 -10.154764 -1.898624  0.09
H23 16.737133 6.469522 -5.157101  0.09
H24 14.298196 -6.334454 -4.260743  0.11
H25 15.167072 -7.549028 -5.969053  0.07
O3 15.353872 1.301832 -1.395062  -0.20
O4 12.459348 -2.560334 2.987938  -0.16
N3 12.798313 -2.351215 0.509125  -0.30
N4 18.929350 -1.297103 -0.263896  -0.07
S2 15.055847 -1.642867 -2.022502  0.52
O5 14.566762 -1.553807 2.161680  -0.30
F2 12.476662 -0.495909 1.896072  -0.15
H26 14.267927 7.320166 -2.432969  0.09
H27 15.190118 -0.011633 6.803335  0.10
C11 14.352138 3.949102 5.973829  -0.17
H28 20.025189 -1.700468 1.291052  0.11
C12 14.821180 3.802046 2.731006  -0.01
H29 21.274354 0.218977 -0.541845  0.07
C13 18.914881 6.920638 -3.711872  -0.03
H30 18.569498 -4.007606 -0.513180  0.10
Be1 16.732482 -1.505908 1.284365  1.07
S3 13.555804 -3.891141 0.552419  0.53
O6 13.664133 -1.913886 -2.172773  -0.31
H31 18.403232 1.940741 0.716587  0.10
H32 15.603836 -6.954582 -1.546559  0.12
H33 16.858131 8.157875 0.094827  0.09
H34 18.435874 4.143737 -2.998883  0.11
C14 15.819860 3.621737 3.887111  -0.49
O7 14.960771 -3.794602 0.790294  -0.27
H35 19.485261 0.296140 -3.750769  0.13
H36 15.525977 2.655491 7.123996  0.13
N5 15.947849 2.228737 4.310741  -0.09
C15 16.597285 5.532703 -0.539247  -0.13
C16 14.912791 -6.138898 -3.369104  -0.16
O8 16.377784 1.357560 3.275255  -0.03
H37 18.969500 5.197312 -1.717175  0.12
C17 17.223696 4.033155 3.420571  -0.03
H38 18.415156 -1.552161 -3.159454  0.11
H39 21.285470 -3.474256 -1.499988  0.10
S4 13.187796 -1.905190 1.978575  0.46
H40 14.017811 -7.599334 -2.136002  0.13
H41 17.432668 5.940240 0.033196  0.13
H42 15.464602 -10.252821 -4.322995  0.09
H43 18.866683 -7.364017 -5.649151  0.09
Be2 11.498159 -1.486309 -1.071870  1.05
H44 19.438983 6.320822 -4.463136  0.09
C18 15.880765 7.853878 -0.278299  -0.03
H45 19.019056 1.788460 -1.724808  0.12
C19 15.713899 0.329416 5.914932  -0.02
C20 16.886258 5.703036 -4.389698  -0.02
H46 14.239618 4.527170 6.891769  0.12
H47 16.201092 4.001226 -2.082715  0.11
C21 15.820543 -8.534180 -2.933833  -0.49
H48 17.970292 3.734458 4.157502  0.09
N6 15.446585 -1.040390 -0.454368  -0.25
H49 16.324638 4.806636 5.669301  0.12
H50 17.033753 0.872898 3.787457  0.09
C22 18.718636 -3.487230 -1.461102  -0.02
H51 14.282607 -9.030060 -4.456643  0.08
C23 14.602180 6.464473 -1.839146  -0.02
C24 17.007293 4.394675 -1.459079  -0.17
H52 15.185443 4.500891 1.973240  0.06
H53 15.856392 5.406946 -4.174050  0.07
C25 15.088460 1.558226 5.275518  -0.51
H54 20.722361 0.226069 1.161642  0.09
C26 14.717615 2.537860 6.400086  -0.13
H55 17.339929 3.548122 -0.853522  0.09
H56 17.744117 -3.254079 -1.883851  0.05
H57 13.410580 4.095716 5.439031  0.11
H58 20.680807 1.692983 0.176750  0.11
H59 13.847718 6.323590 -1.064852  0.09
H60 13.826272 2.060905 6.811426  0.13
H61 19.086314 -4.173583 -2.222408  0.10
C27 16.255517 -7.473803 -5.973532  -0.01
H62 17.511482 3.614104 2.454965  0.06
H63 14.338894 -10.081459 -3.016426  0.09
H64 18.915794 -6.407850 -4.161266  0.08
F3 14.851852 0.789299 0.845669  -0.18
H65 18.216635 0.470383 1.607782  0.07
O9 16.671787 8.351754 -2.928434  0.03
C28 16.293432 -5.850619 -3.999370  -0.13
C29 16.309926 -9.281054 -1.675628  -0.03
C30 15.037543 -7.325638 -2.404769  -0.11
O10 13.219854 0.244078 -0.725343  -0.30
C31 16.011380 6.727249 -1.309602  -0.51
H66 19.685196 7.090824 -2.953916  0.09
F4 13.463551 -4.126360 -0.990621  -0.17
C32 19.142808 0.129635 -0.303076  -0.50
H67 17.123618 0.842231 0.198092  0.04
H68 15.908214 -0.477923 5.204583  0.07
H69 15.840197 5.162818 0.154749  0.10
H70 16.942577 -5.252058 -3.357867  0.10
H71 20.142384 -1.943439 -3.317581  0.13
C33 18.888841 0.702708 -1.716788  -0.12
H72 18.309717 -5.719662 -5.636093  0.09
H73 16.031199 -5.197902 -4.838442  0.13
H74 17.271511 5.120488 3.332062  0.09
O11 19.095359 -1.834354 1.034254  -0.03
C34 19.390229 -1.473456 -2.678489  -0.12
H75 15.029813 5.469944 4.715493  0.13
C35 18.143920 0.892332 0.587260  -0.04
O12 12.800144 -4.912431 1.144817  -0.17
H76 17.386642 4.876680 -4.892598  0.09
C36 18.112988 4.969003 -2.359002  -0.14

Atoms 1-6, force components in eV/Å:
H -0.1 -0.2 -0.1
O -0.4 0.4 0.0
H 0.2 0.2 0.5
N 0.2 -0.3 0.9
H -0.2 0.1 0.1
H -0.1 -0.2 0.4